{
  "formula": "C12H14N2O4P",
  "method": "wB97M-V/def2-TZVPD",
  "e_tot_ha": -1217.1749,
  "homo_energy_ev": -11.83,
  "charge": 1,
  "elements": ["C", "P", "O", "N", "C", "C", "C", "C", "O", "O", "O", "C", "C", "H", "H", "H", "H", "H", "H", "H", "H", "H", "N", "C", "C", "C", "C", "C", "H", "H", "H", "H", "H"],
  "coordinates": [[-2.65729, 0.45026, 3.43596], [-3.80973, 0.32810, 2.03584], [-3.74945, -1.27155, 1.71413], [-2.69481, 0.72379, 0.64189], [-3.18631, 0.41830, -0.57758], [-2.45987, 0.66143, -1.71418], [-1.20011, 1.25075, -1.59603], [-0.40059, 1.57084, -2.83429], [-0.20154, 2.68310, -3.20163], [0.06290, 0.50449, -3.55606], [0.18102, -0.64809, -2.72989], [-0.71676, 1.58798, -0.33712], [-1.48535, 1.29973, 0.76470], [-2.95768, -0.35237, 4.11323], [-2.76676, 1.40768, 3.94391], [-1.61586, 0.27440, 3.17378], [-4.44088, -1.74645, 2.19539], [-4.16964, -0.03126, -0.60475], [-2.86929, 0.40280, -2.68174], [-0.62099, -1.17104, -2.88954], [0.25184, 2.05451, -0.21986], [-1.12672, 1.54221, 1.75159], [3.97762, -1.51131, 1.46249], [5.06593, -1.35921, 0.71186], [5.03143, -0.98949, -0.62617], [3.79980, -0.76726, -1.21805], [2.65741, -0.92371, -0.44775], [2.80266, -1.29445, 0.88014], [6.01156, -1.54339, 1.20849], [5.94977, -0.88021, -1.18583], [3.73029, -0.47936, -2.25937], [1.67537, -0.76356, -0.86947], [1.93202, -1.42764, 1.51591]]
}

{
  "formula": "C28H39N3O7S",
  "method": "wB97M-V/def2-TZVPD",
  "e_tot_ha": -2178.3852,
  "homo_energy_ev": -8.25,
  "elements": ["C", "H", "O", "C", "C", "C", "C", "C", "C", "O", "C", "H", "H", "H", "O", "C", "H", "H", "H", "H", "C", "N", "C", "C", "C", "C", "C", "C", "H", "H", "S", "O", "O", "N", "C", "C", "H", "H", "C", "C", "H", "H", "H", "C", "C", "H", "H", "H", "H", "H", "H", "H", "H", "H", "H", "C", "O", "N", "H", "C", "H", "H", "C", "C", "H", "H", "C", "H", "C", "H", "O", "H", "H", "H", "H", "H", "H", "H"],
  "coordinates": [[1.86153, 3.79157, -2.87100], [2.84926, 3.65804, -2.44682], [0.97977, 4.33070, -2.17902], [0.52314, 3.91827, -1.04236], [1.12117, 2.87975, -0.64543], [0.47091, 2.32509, 0.71793], [-0.69977, 2.99608, 1.38755], [-0.95652, 4.03813, 0.78955], [-0.42197, 4.62354, -0.33200], [-1.09296, 5.75810, -0.92315], [-0.11445, 6.76891, -0.80598], [-0.65196, 7.69795, -1.25936], [0.62844, 6.78544, -1.87108], [0.22953, 7.04304, 0.06278], [-2.00600, 4.52857, 1.49705], [-2.94225, 5.72153, 1.26042], [-3.80034, 5.78580, 1.78007], [-3.30263, 5.61557, 0.18598], [-2.19215, 6.41211, 1.22602], [-1.08416, 2.41205, 2.31042], [1.22308, 1.00489, 1.27205], [1.60254, 0.10098, 0.50672], [0.92487, -0.70761, -0.49426], [-0.55510, -0.41352, -0.61616], [-0.87101, -1.26341, -1.73846], [-0.49964, -2.16208, -2.53778], [0.79808, -2.18602, -2.46443], [1.65033, -1.72469, -1.33922], [2.55250, -1.66697, -1.18708], [1.26415, -3.03552, -2.97758], [-1.28405, -3.13032, -3.67105], [-2.63520, -2.58780, -3.79202], [-0.66464, -3.08063, -4.93542], [-1.18780, -4.48455, -3.13479], [-1.23783, -5.60319, -4.03399], [-2.62621, -6.19848, -4.27039], [-2.96951, -5.19029, -4.98716], [-2.87532, -6.88429, -4.93657], [-3.45463, -6.39116, -3.09084], [-4.89927, -6.72120, -3.29245], [-5.58273, -5.87682, -3.98326], [-5.59859, -6.91770, -2.34216], [-4.95232, -7.46628, -4.12216], [-3.46304, -5.05295, -2.22169], [-1.82842, -4.78788, -1.80301], [-1.96961, -3.98237, -1.40241], [-1.57538, -5.62120, -1.40149], [-4.01559, -4.31815, -2.79092], [-3.81262, -5.49903, -1.25968], [-2.97214, -7.19342, -2.50887], [-0.61020, -5.39180, -4.89874], [-0.66237, -6.58399, -3.58335], [-2.15895, -1.17955, -1.99683], [-1.10113, 0.32163, -0.22019], [2.45621, -0.22166, 0.40858], [2.15172, 1.22724, 2.36986], [3.42921, 0.83257, 2.05970], [2.02512, 2.35250, 3.18918], [1.10391, 2.55873, 3.22255], [2.61496, 2.46721, 4.27834], [3.00410, 3.64706, 4.26839], [3.80527, 2.15396, 3.95439], [2.45862, 1.81141, 5.43778], [3.46785, 1.90014, 6.68439], [2.98128, 1.72811, 7.48359], [4.08550, 2.66988, 6.50418], [4.17186, 0.54779, 6.13663], [5.08960, 0.58293, 5.72653], [3.21200, -0.11596, 5.34828], [2.63293, -1.32845, 5.90826], [2.00270, 0.38325, 5.32901], [3.54237, -0.44861, 4.26952], [4.57961, -0.03624, 7.07455], [1.73944, 2.16906, 5.91159], [0.32090, 0.50910, 1.77520], [1.93252, 2.17681, -1.01798], [2.18814, 4.42157, -3.72209], [1.65335, 2.79672, -3.18636]]
}

{
  "formula": "CH4ClO3PS",
  "method": "wB97M-V/def2-TZVPD",
  "e_tot_ha": -1466.0507,
  "homo_energy_ev": -9.75,
  "smiles": "OP(O)(=S)OCCl",
  "elements": ["C", "O", "O", "O", "P", "S", "Cl", "H", "H", "H", "H"],
  "coordinates": [[0.90752, 1.35656, -0.27524], [-0.56734, -1.95122, -1.06525], [-0.36750, -1.30474, 1.28473], [0.81047, 0.04899, -0.67951], [-0.72333, -0.68464, -0.12995], [-2.31676, 0.38486, -0.31239], [0.63204, 1.50907, 1.48166], [0.14244, 1.99222, -0.73499], [1.91460, 1.72929, -0.47447], [0.35412, -2.22483, -1.11731], [-0.78626, -0.85556, 2.02274]]
}

{
  "formula": "C3H7NO3",
  "method": "wB97M-V/def2-TZVPD",
  "e_tot_ha": -398.7529,
  "homo_energy_ev": [-8.04, -8.05],
  "elements": ["C", "C", "C", "N", "O", "O", "O", "H", "H", "H", "H", "H", "H", "H"],
  "coordinates": [[0.55801, 0.91911, -0.46415], [-1.70190, 0.63666, -0.17505], [-0.31845, -1.20206, 0.42017], [-0.38980, 0.11411, -0.16021], [0.50078, 2.06752, -0.73967], [2.24828, 0.08311, -0.32743], [2.97822, -0.86220, 0.50564], [-1.55034, 1.61401, -0.36874], [-2.21205, 0.14082, -0.94600], [-2.14894, 0.39452, 0.74790], [0.75933, -1.53825, 0.59740], [-0.64744, -1.13309, 1.48254], [-1.06689, -1.89252, -0.06564], [2.99118, 0.65823, -0.50677]]
}